{"formula": "C37H45N5O4S2SbScSi", "method": "ωB97M-V with the def2-TZVPD basis set", "elements": ["Sc", "N", "C", "C", "O", "N", "C", "C", "O", "O", "H", "H", "H", "H", "H", "H", "O", "C", "C", "C", "C", "C", "C", "N", "H", "H", "H", "H", "H", "H", "H", "S", "C", "N", "C", "C", "C", "N", "H", "H", "H", "H", "H", "H", "H", "H", "S", "Sb", "C", "C", "C", "C", "C", "C", "C", "C", "C", "C", "C", "C", "C", "C", "C", "C", "C", "C", "H", "H", "H", "H", "H", "H", "H", "H", "H", "H", "H", "H", "H", "H", "H", "C", "Si", "C", "C", "C", "C", "H", "H", "H", "H", "H", "H", "H", "H", "H"], "coordinates": [[-0.89897, -0.30569, 2.32582], [-0.61368, -1.86989, 0.53934], [0.01932, -3.08436, 1.09550], [-0.57077, -3.37742, 2.46208], [-0.76246, -4.53753, 2.81437], [-0.80532, -2.25170, 3.16212], [-1.46314, -2.42005, 4.44640], [-2.00871, -1.08756, 4.92985], [-2.70489, -1.00243, 5.91248], [-1.60979, -0.04294, 4.20069], [-1.57136, -2.08324, 0.27529], [-0.17177, -1.54464, -0.31484], [1.08678, -2.89089, 1.21617], [-0.10655, -3.96854, 0.47330], [-0.77861, -2.78818, 5.21569], [-2.27296, -3.14647, 4.38882], [-0.63579, 2.07704, 2.76191], [-0.47027, 2.84271, 1.57125], [0.59488, 2.19514, 0.73973], [1.38469, 2.95033, -0.11449], [2.36536, 2.31895, -0.85487], [2.54145, 0.95248, -0.70175], [1.69712, 0.27566, 0.15332], [0.73026, 0.87556, 0.85294], [-1.54679, 2.19122, 3.07210], [-0.18512, 3.86628, 1.81245], [-1.40399, 2.85223, 1.00794], [1.23653, 4.02162, -0.17342], [2.99606, 2.88485, -1.52994], [3.31816, 0.41554, -1.22915], [1.81176, -0.79416, 0.30266], [1.97659, -0.17249, 3.42978], [1.85171, 0.14452, 5.09935], [2.96840, 0.25152, 5.84502], [2.98992, 0.48530, 7.28564], [1.74754, 1.26208, 7.67775], [0.53584, 0.51435, 7.15761], [0.68288, 0.30968, 5.71875], [3.82302, 0.05747, 5.35401], [3.89474, 1.03773, 7.53063], [3.02189, -0.46427, 7.82667], [1.78170, 2.25459, 7.22271], [1.69856, 1.37919, 8.75907], [-0.38779, 1.06144, 7.32658], [0.44123, -0.44942, 7.66431], [-0.15060, 0.27883, 5.14037], [-0.84804, 0.11989, -2.31306], [0.63175, -0.74193, -3.76077], [-0.22790, -1.77975, -5.38098], [-0.21193, -1.20955, -6.65195], [-0.82532, -1.86664, -7.71280], [-1.45239, -3.08666, -7.50443], [-1.47581, -3.65446, -6.23614], [-0.86812, -3.00189, -5.17238], [1.80204, 0.72815, -4.70331], [2.86918, 0.41205, -5.54511], [3.56606, 1.42927, -6.18414], [3.19292, 2.75421, -5.98814], [2.12767, 3.06846, -5.15504], [1.42808, 2.05562, -4.50742], [1.97873, -2.11452, -2.89550], [1.46003, -3.22022, -2.22002], [2.31669, -4.11695, -1.59219], [3.68936, -3.90892, -1.63078], [4.20909, -2.80661, -2.29614], [3.35760, -1.90810, -2.92879], [0.27442, -0.25598, -6.82156], [-0.81490, -1.42209, -8.70060], [-1.92868, -3.59684, -8.33219], [-1.97262, -4.60320, -6.07345], [-0.90911, -3.44735, -4.18522], [3.15292, -0.62014, -5.71826], [4.39661, 1.18824, -6.83566], [3.73382, 3.54445, -6.49356], [1.83790, 4.10255, -5.00845], [0.60122, 2.28904, -3.84382], [0.38806, -3.38041, -2.16044], [1.91028, -4.96953, -1.06266], [4.35475, -4.60576, -1.13600], [5.27890, -2.64102, -2.31747], [3.77361, -1.04437, -3.43549], [-4.24141, 4.25660, 0.85107], [-4.96129, 2.53534, 0.88606], [-6.20553, 2.43312, 2.25475], [-5.75180, 2.19559, -0.75601], [-3.60727, 1.36005, 1.18406], [-2.69321, 0.56871, 1.38426], [-5.02098, 4.98865, 0.61607], [-3.46157, 4.33961, 0.08741], [-3.80577, 4.52968, 1.81788], [-6.87036, 3.30202, 2.22764], [-5.70184, 2.41119, 3.22501], [-6.81725, 1.52987, 2.17725], [-6.57287, 2.89715, -0.93626], [-6.14881, 1.17751, -0.81109], [-5.01395, 2.31143, -1.55621]], "forces_ev_per_angstrom": [[1.583, 0.249, -0.195], [0.011, -0.093, 0.337], [-0.041, 0.181, -0.263], [0.008, 0.213, 0.367], [0.038, -0.009, 0.073], [-0.685, -0.220, -0.208], [0.186, -0.011, -0.194], [0.029, 0.069, -0.266], [0.060, 0.166, 0.132], [-0.327, -0.278, 0.362], [-0.079, 0.071, -0.001], [-0.007, 0.090, -0.068], [0.075, -0.030, -0.004], [-0.019, -0.036, -0.102], [0.068, -0.056, 0.067], [-0.096, -0.043, 0.061], [-0.172, -0.160, -0.041], [0.005, -0.100, 0.066], [0.018, -0.039, -0.049], [0.074, 0.060, -0.044], [0.025, 0.040, -0.029], [0.039, -0.016, -0.034], [-0.038, -0.007, 0.099], [-0.218, -0.151, -0.048], [-0.018, -0.048, 0.035], [0.044, 0.071, 0.054], [-0.106, -0.002, -0.054], [0.003, -0.034, -0.014], [-0.006, -0.014, 0.023], [-0.018, 0.009, -0.003], [-0.019, 0.053, -0.014], [-0.208, 0.090, 0.186], [-0.217, -0.009, 0.263], [0.117, -0.076, 0.011], [-0.027, -0.017, -0.156], [0.003, 0.061, -0.046], [0.079, -0.025, -0.186], [0.341, 0.023, 0.090], [0.042, 0.007, 0.010], [0.052, 0.038, -0.016], [0.010, -0.044, 0.013], [0.002, 0.016, 0.049], [-0.006, -0.021, 0.023], [-0.044, 0.035, -0.033], [-0.035, -0.045, 0.012], [-0.135, 0.032, -0.073], [-0.042, -0.058, 0.004], [-0.120, 0.019, 0.022], [-0.081, -0.070, -0.124], [-0.033, -0.137, 0.042], [0.018, 0.001, 0.046], [0.012, -0.002, 0.017], [0.034, 0.042, 0.015], [0.017, 0.098, -0.112], [0.053, 0.112, -0.036], [-0.088, 0.118, -0.017], [-0.039, -0.001, 0.057], [-0.002, -0.017, -0.007], [-0.025, -0.033, 0.041], [0.188, -0.029, -0.035], [0.115, -0.062, 0.129], [0.141, 0.037, 0.030], [-0.032, 0.058, -0.030], [-0.013, -0.001, -0.015], [-0.053, 0.023, -0.010], [-0.089, -0.085, 0.044], [-0.004, -0.004, 0.004], [0.002, -0.015, 0.034], [0.003, 0.010, 0.017], [0.018, 0.035, -0.008], [0.011, 0.018, -0.012], [-0.018, -0.001, 0.000], [-0.019, 0.008, 0.004], [-0.004, -0.009, 0.014], [0.017, -0.048, -0.015], [-0.002, -0.016, -0.025], [0.027, 0.019, -0.001], [0.008, 0.013, -0.010], [-0.025, 0.028, -0.012], [-0.012, -0.001, -0.006], [-0.014, -0.026, 0.022], [0.108, 0.248, 0.002], [0.057, 0.066, -0.030], [-0.218, -0.047, 0.258], [-0.111, -0.079, -0.306], [0.205, -0.310, -0.052], [-0.338, 0.082, -0.149], [0.071, -0.016, 0.023], [-0.047, 0.011, 0.051], [-0.024, -0.014, -0.076], [-0.005, -0.070, 0.033], [-0.068, 0.026, -0.038], [0.053, 0.061, 0.019], [0.045, -0.061, -0.035], [0.033, 0.100, 0.014], [-0.096, -0.017, 0.026]], "nbo_charge": [1.68, -0.87, -0.30, 0.65, -0.66, -0.79, -0.34, 0.80, -0.61, -0.87, 0.40, 0.41, 0.21, 0.20, 0.21, 0.23, -0.71, -0.11, 0.23, -0.24, -0.14, -0.27, 0.08, -0.48, 0.52, 0.19, 0.23, 0.22, 0.22, 0.23, 0.21, -0.30, 0.35, -0.60, -0.21, -0.42, -0.22, -0.60, 0.42, 0.21, 0.19, 0.21, 0.22, 0.23, 0.20, 0.46, -0.76, 1.73, -0.41, -0.22, -0.21, -0.18, -0.23, -0.15, -0.43, -0.16, -0.23, -0.20, -0.20, -0.22, -0.42, -0.23, -0.19, -0.20, -0.22, -0.17, 0.22, 0.22, 0.22, 0.22, 0.21, 0.21, 0.22, 0.22, 0.22, 0.25, 0.22, 0.23, 0.22, 0.22, 0.21, -1.11, 1.61, -1.11, -1.11, -0.61, -0.49, 0.23, 0.23, 0.23, 0.23, 0.25, 0.24, 0.23, 0.24, 0.24], "lumo_energy_ev": 0.2145, "homo_ev": -7.88}

***

{"formula": "H18O9", "method": "ωB97M-V with the def2-TZVPD basis set", "elements": ["O", "H", "H", "O", "H", "H", "O", "H", "H", "O", "H", "H", "O", "H", "H", "O", "H", "H", "O", "H", "H", "O", "H", "H", "O", "H", "H"], "coordinates": [[-1.99769, 1.39482, -1.59126], [-1.58411, 1.54338, -2.44162], [-1.44091, 1.86232, -0.96865], [1.56353, -1.04138, -1.57737], [2.36047, -0.51732, -1.65786], [0.90821, -0.56086, -2.08322], [-0.90616, 0.59413, 1.72355], [-0.81627, 1.41418, 1.23810], [-1.81775, 0.58671, 2.01541], [0.02394, 1.56711, -0.40172], [0.18930, 2.35185, 0.12083], [0.58329, 1.66927, -1.17175], [0.97774, 0.30196, 2.25460], [0.07878, 0.62993, 2.23146], [1.49603, 1.04411, 2.56574], [-0.98789, -1.54607, 1.33491], [-1.44448, -0.93327, 1.91131], [-0.94139, -1.09392, 0.49251], [-0.42161, -0.56537, -0.27793], [0.04677, -0.29169, 0.51070], [-0.51577, 0.23679, -0.79165], [-0.63553, -1.99478, -1.51066], [-0.53988, -1.40228, -0.76498], [0.20773, -1.95123, -1.96148], [1.77591, -1.26507, 0.60767], [1.64581, -1.61853, -0.27231], [2.19193, -0.41477, 0.46568]], "forces_ev_per_angstrom": [[-1.288, -0.137, -0.611], [-0.219, 0.060, -0.422], [-0.554, 0.194, -0.373], [1.697, 1.673, -3.996], [0.664, -0.089, -0.149], [-0.289, -0.021, -0.449], [-8.604, 4.771, -1.902], [-0.576, 0.327, 0.023], [-0.820, 0.258, 0.217], [2.506, 3.514, 0.601], [0.639, 0.640, 0.162], [0.480, 0.243, -0.310], [6.377, 0.331, 1.600], [1.970, -0.267, 2.619], [0.736, 0.000, 0.401], [-2.489, -5.356, 6.223], [0.032, -2.297, 0.011], [-4.058, -2.308, 2.603], [4.294, 15.518, 0.773], [2.003, -0.090, 0.365], [-1.297, -1.190, -0.475], [-1.748, -7.417, -8.004], [-0.039, -5.256, -2.340], [-0.951, -1.429, -0.086], [1.385, -1.129, 2.214], [0.077, -0.526, 0.924], [0.072, -0.016, 0.382]], "nbo_charge": [-0.93, 0.46, 0.46, -0.92, 0.48, 0.48, -0.85, 0.48, 0.51, -0.95, 0.50, 0.51, -0.98, 0.44, 0.43, -0.95, 0.41, 0.42, -0.89, 0.59, 0.51, -1.02, 0.42, 0.42, -0.92, 0.47, 0.43], "lumo_energy_ev": -1.3197, "homo_ev": -8.75}

***

{"formula": "C2H4S2", "method": "ωB97M-V with the def2-TZVPD basis set", "elements": ["C", "C", "S", "S", "H", "H", "H", "H"], "coordinates": [[-0.52869, -1.00415, -0.09383], [0.15868, 0.28091, 0.13034], [-1.02512, 0.47976, -1.10597], [0.55953, 1.27036, 1.41660], [-0.08026, -1.76580, -0.62952], [-1.38437, -1.25476, 0.65645], [2.27848, -0.28591, -1.13020], [0.02177, 2.27959, 0.75613]], "forces_ev_per_angstrom": [[-2.643, 2.109, 2.509], [0.341, -1.807, -1.865], [-0.013, -0.323, -0.053], [0.159, 0.384, 1.063], [0.840, -1.423, -0.845], [1.731, 0.094, -1.341], [-0.414, 0.115, 0.285], [-0.001, 0.851, 0.247]], "nbo_charge": [-0.46, -0.43, 0.18, 0.16, 0.23, 0.22, -0.04, 0.13], "lumo_energy_ev": [-0.1668, -0.4203], "homo_ev": [-9.32, -7.28]}